This record from the Open Molecules 2025 dataset describes a 8-piece molecular cluster, H14O6S2 overall. The level of theory is wB97M-V/def2-TZVPD.

Computed properties:
Total energy in hartree: -1255.95442
Kohn-Sham gap in eV: 2.574
M in g mol⁻¹: 174.24

Positions of all 22 atoms, in Å:
S1 2.62 -0.21 -0.71
S2 -2.11 -0.36 2.31
H1 3.93 -0.09 -0.70
H2 -3.35 -0.28 2.82
H3 -1.70 -1.33 0.46
H4 -0.70 -2.35 0.17
O1 -1.41 -1.97 -0.23
H5 -1.72 1.01 -1.13
H6 -1.50 -0.57 -1.55
O2 -1.39 0.37 -1.87
H7 1.70 2.49 1.53
H8 1.77 1.79 0.21
O3 1.13 2.07 0.85
H9 1.84 1.08 -2.34
H10 0.26 0.68 -2.60
O4 0.97 1.41 -2.78
H11 -1.99 1.29 0.96
H12 -0.61 1.83 0.50
O5 -1.65 1.99 0.39
H13 1.19 -2.84 1.42
H14 1.80 -2.04 0.20
O6 1.23 -2.81 0.44

---

This record from the Open Molecules 2025 dataset describes C7H13N as an isolated structure. The level of theory is wB97M-V/def2-TZVPD.

Computed properties:
Total energy in hartree: -328.94055
Kohn-Sham gap in eV: 9.263
M in g mol⁻¹: 111.19

Positions of all 21 atoms, in Å:
C1 0.77 0.37 2.70
C2 -0.06 0.00 1.47
C3 -0.48 1.24 0.49
C4 -0.57 0.53 -0.83
C5 0.73 -0.13 -0.83
C6 0.46 -1.23 0.35
C7 -0.45 -0.43 -2.86
H1 1.92 0.53 2.50
H2 0.30 1.52 3.19
H3 0.93 -0.34 3.57
H4 -1.27 -0.45 1.64
H5 0.20 2.05 0.10
H6 -1.49 1.54 1.04
H7 -1.55 -0.23 -0.97
H8 1.68 0.53 -0.90
H9 -0.47 -1.89 0.12
H10 1.22 -2.16 0.62
H11 -0.64 -1.44 -2.39
H12 0.29 -0.67 -3.55
H13 -1.57 0.10 -3.38
N1 0.06 0.57 -2.07

---

This record from the Open Molecules 2025 dataset describes a 3-piece molecular cluster, C38H51N9O7 overall. The level of theory is wB97M-V/def2-TZVPD.

Computed properties:
Structure (SMILES): [H]/N=C\Cc1nc2c(COCCOCC)c(CC(C)C)c(C[C@@H]3CO3)c(CC(N)(N)N)c2nc1C/C=N/[H].O=[N+]([O-])c1ccccc1.O=[N+]([O-])c1ccccc1
Total energy in hartree: -2497.50334
Kohn-Sham gap in eV: 7.719
M in g mol⁻¹: 745.88

Positions of all 105 atoms, in Å:
C1 0.54 4.20 1.42
C2 0.21 4.04 -0.14
O1 -1.19 3.70 -0.27
C3 -1.31 2.64 -1.24
C4 -2.83 2.30 -1.52
O2 -2.86 1.23 -2.46
C5 -3.31 0.00 -1.87
C6 -2.29 -0.68 -0.89
C7 -2.74 -1.11 0.45
C8 -4.23 -0.84 0.88
C9 -5.29 -1.76 0.12
C10 -6.57 -1.86 1.08
C11 -4.65 -3.20 -0.08
C12 -1.72 -1.79 1.37
C13 -2.25 -2.27 2.75
C14 -1.60 -1.29 3.94
C15 -2.01 0.33 3.78
O3 -0.58 -0.36 3.48
C16 -0.32 -1.99 0.98
C17 0.65 -2.63 2.02
C18 1.65 -3.76 1.48
N1 1.14 -4.51 0.32
N2 3.02 -3.23 1.27
N3 1.80 -4.78 2.58
C19 0.08 -1.54 -0.40
N4 1.41 -1.76 -0.76
C20 1.71 -1.39 -2.03
C21 3.18 -1.69 -2.51
C22 4.20 -0.56 -2.15
N5 4.54 -0.46 -0.92
C23 0.70 -0.76 -2.93
C24 1.18 -0.34 -4.38
C25 0.63 -1.31 -5.50
N6 -0.41 -0.99 -6.18
N7 -0.60 -0.49 -2.64
C26 -0.87 -0.91 -1.34
H1 1.30 3.43 1.72
H2 -0.38 4.15 2.06
H3 0.98 5.24 1.54
H4 0.90 3.29 -0.60
H5 0.33 5.05 -0.63
H6 -0.85 3.01 -2.21
H7 -0.74 1.72 -0.89
H8 -3.44 2.15 -0.59
H9 -3.28 3.21 -2.04
H10 -4.33 0.16 -1.46
H11 -3.43 -0.73 -2.74
H12 -4.44 0.22 0.52
H13 -4.38 -0.81 1.99
H14 -5.61 -1.32 -0.88
H15 -7.36 -2.44 0.53
H16 -6.96 -0.84 1.37
H17 -6.20 -2.40 2.00
H18 -5.48 -3.92 -0.30
H19 -3.91 -3.16 -0.93
H20 -4.09 -3.45 0.87
H21 -1.89 -3.31 3.00
H22 -3.35 -2.24 2.89
H23 -1.54 -1.72 5.02
H24 -1.67 1.07 3.02
H25 -2.85 -0.05 3.08
H26 1.24 -1.77 2.47
H27 0.12 -3.09 2.90
H28 1.78 -4.48 -0.48
H29 1.03 -5.50 0.56
H30 3.27 -3.22 0.28
H31 3.09 -2.26 1.59
H32 0.95 -5.33 2.67
H33 1.97 -4.25 3.45
H34 3.50 -2.66 -2.05
H35 3.21 -1.84 -3.63
H36 4.68 0.11 -2.91
H37 5.24 0.29 -0.78
H38 2.27 -0.14 -4.44
H39 0.66 0.65 -4.56
H40 1.06 -2.33 -5.71
H41 -0.74 -0.05 -5.90
C27 -3.10 5.67 1.00
C28 -4.01 5.85 -0.03
C29 -4.93 6.88 0.03
C30 -4.94 7.73 1.13
C31 -4.04 7.55 2.18
C32 -3.12 6.51 2.11
N8 -5.90 8.83 1.19
O4 -6.69 8.95 0.26
O5 -5.86 9.57 2.16
H42 -2.37 4.86 0.95
H43 -3.99 5.19 -0.89
H44 -5.63 7.02 -0.79
H45 -4.05 8.20 3.04
H46 -2.42 6.36 2.92
C33 7.38 -2.97 1.19
C34 8.70 -3.34 1.43
C35 9.64 -3.25 0.42
C36 9.26 -2.79 -0.83
C37 7.94 -2.43 -1.09
C38 7.00 -2.52 -0.07
N9 10.26 -2.68 -1.90
O6 11.40 -3.02 -1.65
O7 9.89 -2.24 -2.98
H47 6.65 -3.03 1.98
H48 8.99 -3.69 2.42
H49 10.67 -3.54 0.62
H50 7.63 -2.08 -2.07
H51 5.97 -2.24 -0.26

---

This record from the Open Molecules 2025 dataset describes a single C5H9N3 molecule. The level of theory is wB97M-V/def2-TZVPD.

Computed properties:
Structure (SMILES): CC1(C)C=NNC=N1
Total energy in hartree: -360.09961
Kohn-Sham gap in eV: 9.982
M in g mol⁻¹: 111.15

Positions of all 17 atoms, in Å:
C1 -0.89 -0.28 1.46
C2 -0.77 -0.08 -0.04
C3 -2.13 0.12 -0.67
C4 0.01 1.13 -0.21
C5 1.24 -1.14 -0.29
H1 -1.22 -1.21 1.89
H2 -1.54 0.62 1.87
H3 0.15 -0.05 1.95
H4 -2.42 1.28 -0.52
H5 -2.08 -0.15 -1.77
H6 -2.93 -0.58 -0.36
H7 -0.45 2.06 -0.30
H8 2.79 0.25 0.15
H9 2.01 -1.82 -0.49
N1 1.21 1.33 -0.16
N2 1.82 0.09 0.14
N3 -0.03 -1.26 -0.54

---

This record from the Open Molecules 2025 dataset describes a 8-piece molecular cluster, H16O8 overall. The level of theory is wB97M-V/def2-TZVPD.

Computed properties:
Structure (SMILES): O.O.O.O.O.O.O.O
Total energy in hartree: -611.49087
Kohn-Sham gap in eV: 10.676
M in g mol⁻¹: 144.12

Positions of all 24 atoms, in Å:
O1 -32.84 1.13 10.33
H1 -32.56 2.03 10.07
H2 -32.46 1.02 11.18
O2 -29.78 9.00 12.20
H3 -29.79 9.85 11.75
H4 -30.17 8.41 11.56
O3 -31.18 3.18 9.63
H5 -30.67 3.25 10.44
H6 -30.60 3.49 8.91
O4 -31.42 7.39 10.35
H7 -31.30 8.31 10.08
H8 -31.59 6.91 9.54
O5 -29.20 5.85 11.78
H9 -28.71 5.09 11.48
H10 -30.03 5.47 12.07
O6 -30.62 5.68 14.89
H11 -31.24 6.16 14.36
H12 -30.15 6.33 15.37
O7 -30.14 2.75 12.03
H13 -29.94 1.83 12.25
H14 -29.70 3.18 12.79
O8 -32.03 5.21 11.73
H15 -31.90 6.06 11.32
H16 -31.84 4.56 11.09

---

This record from the Open Molecules 2025 dataset describes a single C24H31N3O3 molecule. The level of theory is wB97M-V/def2-TZVPD.

Computed properties:
Structure (SMILES): CC(C)c1cc(C(=O)N2Cc3ccc(CN4CCN(C)CC4)cc3C2)c(O)cc1O
Total energy in hartree: -1323.15425
Kohn-Sham gap in eV: 8.913
M in g mol⁻¹: 409.53

Positions of all 61 atoms, in Å:
C1 1.64 2.09 3.86
H1 2.51 2.13 4.51
H2 1.21 1.10 3.93
H3 0.91 2.82 4.20
C2 2.05 2.39 2.41
C3 3.10 1.40 1.95
C4 2.77 0.09 1.66
C5 3.73 -0.84 1.25
C6 5.08 -0.47 1.25
C7 5.41 0.85 1.52
C8 4.44 1.78 1.85
O1 4.77 3.08 2.11
H4 5.73 3.19 2.01
H5 6.46 1.14 1.49
O2 6.06 -1.35 1.00
H6 5.67 -2.25 1.04
C9 3.37 -2.23 0.90
O3 4.07 -3.18 1.28
N1 2.27 -2.43 0.16
C10 1.62 -1.48 -0.73
C11 0.30 -2.15 -1.01
C12 -0.84 -1.62 -1.55
C13 -1.97 -2.42 -1.66
C14 -1.91 -3.75 -1.25
C15 -0.75 -4.29 -0.73
C16 0.36 -3.48 -0.60
C17 1.72 -3.77 -0.04
H7 2.33 -4.35 -0.74
H8 1.71 -4.30 0.92
H9 -0.72 -5.32 -0.41
H10 -2.79 -4.37 -1.33
C18 -3.24 -1.83 -2.23
N2 -3.28 -0.40 -2.01
C19 -4.22 0.30 -2.86
C20 -4.01 1.80 -2.69
N3 -4.23 2.18 -1.31
C21 -4.10 3.61 -1.12
H11 -4.83 4.12 -1.76
H12 -4.32 3.86 -0.09
H13 -3.10 3.99 -1.37
C22 -3.32 1.45 -0.45
C23 -3.53 -0.05 -0.63
H14 -2.83 -0.60 0.01
H15 -4.56 -0.30 -0.33
H16 -3.52 1.73 0.59
H17 -2.26 1.70 -0.68
H18 -4.72 2.34 -3.32
H19 -2.99 2.06 -3.02
H20 -4.04 0.02 -3.90
H21 -5.27 0.05 -2.60
H22 -3.25 -2.01 -3.31
H23 -4.12 -2.35 -1.79
H24 -0.89 -0.59 -1.87
H25 2.20 -1.37 -1.66
H26 1.51 -0.49 -0.29
H27 1.75 -0.24 1.79
C24 0.82 2.39 1.50
H28 0.27 1.46 1.58
H29 1.12 2.53 0.46
H30 0.15 3.20 1.78
H31 2.50 3.39 2.38

---

This record from the Open Molecules 2025 dataset describes C40H35GeN3O3PdS as an isolated structure. The level of theory is wB97M-V/def2-TZVPD.

Computed properties:
<S²>: 0.788
2S+1: 2
Total energy in hartree: -4538.03211
Kohn-Sham gap (alpha / beta) in eV: 7.949 / 5.726
Total charge: +1
M in g mol⁻¹: 816.84

Positions of all 84 atoms, in Å:
Pd1 1.04 -0.32 1.05
C1 3.97 3.64 -4.84
C2 3.60 3.31 -3.42
C3 2.58 2.39 -3.16
C4 2.22 2.08 -1.87
C5 2.89 2.69 -0.81
C6 3.89 3.62 -1.04
C7 4.24 3.91 -2.35
S1 2.50 2.28 0.86
O1 3.10 1.00 1.16
O2 2.78 3.41 1.69
N1 0.85 1.91 0.92
C8 -0.06 2.86 0.75
C9 0.18 4.12 0.14
C10 -0.84 5.00 -0.15
C11 -2.14 4.71 0.21
C12 -2.44 3.53 0.93
C13 -3.73 3.30 1.45
C14 -3.93 2.21 2.26
C15 -2.84 1.36 2.51
N2 -1.64 1.53 2.01
C16 -1.43 2.60 1.23
H1 4.03 2.74 -5.45
H2 4.93 4.15 -4.89
H3 3.22 4.30 -5.29
H4 2.06 1.92 -3.99
H5 1.42 1.38 -1.67
H6 4.38 4.10 -0.21
H7 5.03 4.63 -2.54
H8 1.19 4.39 -0.15
H9 -0.61 5.93 -0.66
H10 -2.94 5.40 -0.01
H11 -4.52 4.00 1.23
H12 -4.89 2.00 2.70
H13 -2.98 0.49 3.14
O3 2.81 -1.11 -1.20
C17 3.64 -1.82 -0.30
C18 2.86 -2.73 0.61
C19 3.26 -4.05 0.73
C20 2.64 -4.89 1.63
C21 1.62 -4.38 2.41
C22 1.25 -3.06 2.23
N3 1.84 -2.25 1.34
H14 3.14 -0.21 -1.25
H15 4.21 -1.13 0.33
H16 4.35 -2.43 -0.86
H17 4.06 -4.41 0.10
H18 2.94 -5.93 1.71
H19 1.09 -4.98 3.14
H20 0.44 -2.64 2.80
C23 -3.58 -2.09 4.45
C24 -2.30 -1.58 4.54
C25 -1.55 -1.36 3.39
C26 -2.07 -1.66 2.13
C27 -3.36 -2.18 2.05
C28 -4.11 -2.39 3.20
Ge1 -1.02 -1.34 0.51
C29 -0.64 -3.01 -0.43
C30 0.25 -3.02 -1.50
C31 0.51 -4.18 -2.21
C32 -0.13 -5.36 -1.86
C33 -1.02 -5.37 -0.79
C34 -1.27 -4.21 -0.09
C35 -1.88 -0.12 -0.75
C36 -3.24 0.21 -0.68
C37 -3.80 1.09 -1.60
C38 -3.02 1.66 -2.59
C39 -1.67 1.34 -2.67
C40 -1.12 0.45 -1.76
H21 -4.17 -2.26 5.34
H22 -1.88 -1.34 5.51
H23 -0.56 -0.91 3.47
H24 -3.79 -2.43 1.09
H25 -5.11 -2.79 3.12
H26 0.78 -2.10 -1.78
H27 1.21 -4.17 -3.04
H28 0.07 -6.27 -2.41
H29 -1.52 -6.29 -0.51
H30 -1.95 -4.25 0.76
H31 -3.86 -0.21 0.10
H32 -4.85 1.33 -1.53
H33 -3.46 2.35 -3.30
H34 -1.06 1.77 -3.46
H35 -0.07 0.18 -1.86

---

This record from the Open Molecules 2025 dataset describes C17H23N8NiOS3 as an isolated structure. The level of theory is wB97M-V/def2-TZVPD.

Computed properties:
<S²>: 2.005
2S+1: 3
Total energy in hartree: -3877.64309
Kohn-Sham gap (alpha / beta) in eV: 6.852 / 6.877
Total charge: +1
M in g mol⁻¹: 510.32

Positions of all 53 atoms, in Å:
Ni1 0.86 -0.31 -0.01
C1 -2.57 -1.11 -3.31
N1 -2.11 -2.21 -2.46
C2 -2.56 -3.55 -2.82
C3 -1.17 -1.97 -1.51
N2 -0.48 -0.89 -1.39
N3 -1.03 -3.00 -0.58
C4 -0.01 -3.20 0.32
N4 -0.08 -4.39 0.97
N5 0.90 -2.31 0.55
H1 -3.59 -1.34 -3.63
H2 -1.94 -0.99 -4.19
H3 -2.59 -0.18 -2.75
H4 -3.50 -3.81 -2.33
H5 -1.81 -4.30 -2.58
H6 -2.71 -3.58 -3.89
H7 -0.59 -0.18 -2.12
H8 -1.78 -3.67 -0.55
H9 -0.63 -5.14 0.60
H10 0.67 -4.65 1.59
H11 1.60 -2.63 1.21
C5 -2.51 1.03 0.61
C6 -1.46 1.04 1.68
N6 -0.23 0.63 1.53
C7 0.52 0.79 2.69
C8 -0.17 1.31 3.73
S1 -1.78 1.62 3.26
C9 1.94 0.44 2.61
C10 2.89 0.47 3.57
S2 4.40 0.01 2.90
C11 3.68 -0.20 1.36
N7 2.40 0.05 1.37
C12 4.44 -0.59 0.14
H12 -2.04 0.87 -0.36
H13 -3.04 1.98 0.59
H14 -3.24 0.24 0.80
H15 0.19 1.55 4.72
H16 2.79 0.74 4.61
H17 5.46 -0.90 0.39
H18 4.49 0.26 -0.55
H19 3.94 -1.41 -0.37
O1 1.24 1.27 -1.13
N8 0.70 2.46 -0.82
C13 1.26 3.16 0.19
C14 0.79 4.38 0.58
C15 -0.30 4.91 -0.12
C16 -0.85 4.21 -1.16
C17 -0.37 2.93 -1.55
S3 -1.04 2.05 -2.83
H20 2.12 2.68 0.65
H21 1.27 4.90 1.39
H22 -0.70 5.88 0.15
H23 -1.67 4.60 -1.73

---

This record from the Open Molecules 2025 dataset describes a single C6H8BrN3O3 molecule. The level of theory is wB97M-V/def2-TZVPD.

Computed properties:
Structure (SMILES): [H]/N=C(/N/C=C(/Br)C=C=[N+]([O-])O)OC
Total energy in hartree: -3197.18827
Kohn-Sham gap in eV: 8.538
M in g mol⁻¹: 250.05

Positions of all 21 atoms, in Å:
C1 1.61 -0.03 -1.03
C2 1.53 1.43 0.96
C3 2.01 1.09 -0.26
C4 0.82 -0.98 -0.67
C5 -0.59 0.33 1.02
C6 -2.33 1.06 -0.54
N1 0.57 0.81 1.70
N2 -1.07 -0.77 1.34
N3 0.23 -2.13 -0.68
O1 -1.01 -2.25 -0.79
O2 0.98 -3.32 -0.41
O3 -0.99 1.23 0.14
Br1 3.36 2.19 -1.07
H1 1.97 -0.10 -2.03
H2 2.19 2.20 1.52
H3 -2.51 0.19 -1.20
H4 -2.51 1.77 -1.29
H5 -3.18 1.13 0.16
H6 0.46 1.20 2.62
H7 -1.76 -1.07 0.75
H8 0.21 -3.97 -0.27

---

This record from the Open Molecules 2025 dataset describes a single C8H10ClNS molecule. The level of theory is wB97M-V/def2-TZVPD.

Computed properties:
<S²>: 2.023
2S+1: 3
Total energy in hartree: -1223.75412
Kohn-Sham gap (alpha / beta) in eV: 4.650 / 6.629
M in g mol⁻¹: 187.70

Positions of all 21 atoms, in Å:
C1 1.15 1.68 0.24
C2 0.49 0.52 0.16
C3 1.52 -0.64 -0.06
C4 2.76 -0.14 -0.06
C5 -1.50 -0.13 -1.16
C6 -1.75 1.25 -0.72
C7 -0.97 0.28 0.17
C8 -1.47 -0.25 1.52
N1 1.27 -1.95 -0.23
S1 2.88 1.58 0.05
Cl1 4.21 -0.99 -0.23
H1 0.66 2.67 0.44
H2 -2.31 -0.90 -1.39
H3 -0.80 -0.33 -1.88
H4 -1.20 1.97 -1.16
H5 -2.68 1.50 -0.53
H6 -0.94 -1.09 1.71
H7 -2.42 -0.63 1.43
H8 -1.26 0.43 2.26
H9 0.43 -2.31 0.20
H10 1.93 -2.52 -0.78

---

This record from the Open Molecules 2025 dataset describes a 2-piece molecular cluster, C4H14N3S overall. The level of theory is wB97M-V/def2-TZVPD.

Computed properties:
Total energy in hartree: -723.01877
Kohn-Sham gap in eV: 8.618
Total charge: +1
M in g mol⁻¹: 136.24

Positions of all 22 atoms, in Å:
C1 1.24 -1.16 1.25
C2 1.86 1.17 1.25
N1 2.22 -0.08 1.34
N2 0.72 1.60 0.75
N3 2.81 2.10 1.70
H1 3.15 -0.32 1.62
H2 -0.11 1.03 0.72
H3 0.57 2.55 0.46
H4 2.53 2.39 2.64
H5 2.78 2.93 1.19
H6 1.26 -1.75 2.17
H7 1.50 -1.87 0.47
H8 0.21 -0.91 1.03
C3 -3.14 -0.60 -0.65
C4 -1.43 -1.09 -2.97
S1 -1.42 -0.65 -1.23
H9 -3.78 -1.11 -1.35
H10 -3.13 -1.11 0.31
H11 -3.56 0.40 -0.61
H12 -2.07 -0.42 -3.55
H13 -1.83 -2.06 -3.28
H14 -0.38 -1.05 -3.24

---

M of number 1 (H14O6S2)? 174.24 g mol⁻¹